The following is a quantum chemistry calculation of a molecular structure, C27H35N2O2P3Tb, from the OMol25 dataset.

Cartesian coordinates (Å):
Tb1 0.18092 0.00940 0.01618
P1 -0.81324 -0.38351 3.57822
P2 2.02327 -2.35246 0.30908
P3 0.34650 2.88712 -0.01091
O1 -0.63986 0.03021 2.09473
O2 2.08782 0.04329 -1.55319
N1 -0.88202 -1.94212 -0.61403
N2 -1.47521 0.76817 -1.28793
C1 -2.58767 -0.16326 -1.11370
C2 1.88682 -0.44274 4.02912
C3 -0.42719 -3.19969 -0.67613
C4 -1.30053 2.27814 4.14427
C5 1.50496 -1.13586 -3.57824
C6 -2.35436 -2.59975 2.97102
C7 3.12606 -1.05751 4.21365
C8 -0.95830 3.25279 -1.33028
C9 -4.37752 -3.26350 4.13644
C10 2.02632 -3.19998 4.45275
C11 0.70994 -1.20651 4.04375
C12 -1.06538 3.28994 6.34047
C13 -3.42378 -3.48334 3.13442
C14 3.20161 -2.44226 4.41176
C15 0.86106 -3.58415 -0.29194
C16 -0.98818 1.02057 4.68045
C17 1.96408 1.36901 -3.56633
C18 -0.80736 2.02969 6.89198
C19 -1.32814 3.40560 4.96960
C20 -3.17905 -1.26309 4.80857
C21 -2.18553 -1.64640 -1.21771
C22 -4.25272 -2.14708 4.97020
C23 0.78248 -2.58471 4.27389
C24 -1.93119 2.11593 -1.75514
C25 -0.77648 0.90020 6.06822
C26 -2.21004 -1.48268 3.81253
C27 1.96586 0.05424 -2.80555
H1 -1.63094 -2.77879 2.17344
H2 2.08202 -4.28035 4.61269
H3 1.43584 1.21460 -4.52394
H4 -1.50433 2.38204 3.07739
H5 1.83673 0.63304 3.85170
H6 -0.12461 -3.18569 4.30639
H7 -2.92532 2.34858 -1.31035
H8 -3.26947 0.03488 -1.96100
H9 -3.09840 -0.39293 5.45902
H10 -1.54776 4.38899 4.54723
H11 -3.22894 -0.11288 -0.19185
H12 2.99781 1.68313 -3.79756
H13 1.10695 -4.64847 -0.36473
H14 2.39205 -1.71846 -3.87113
H15 1.46624 3.43674 -0.67560
H16 -2.19317 -1.90196 -2.29264
H17 -0.40565 3.62823 -2.20446
H18 -2.15429 2.19668 -2.85853
H19 -4.99399 -1.96349 5.75268
H20 -3.51634 -4.35384 2.48147
H21 3.02606 -2.55986 -0.65010
H22 1.45440 2.20787 -3.03335
H23 -2.96965 -2.27294 -0.75826
H24 4.17670 -2.92149 4.54552
H25 -1.06800 4.17420 6.98305
H26 2.56046 -3.12498 1.38126
H27 -1.09124 -3.99641 -1.05840
H28 -0.62570 1.91835 7.96414
H29 1.04528 -0.77268 -4.50457
H30 0.10924 4.05292 0.73085
H31 0.79455 -1.72842 -2.98274
H32 -0.57085 -0.07932 6.50240
H33 4.03778 -0.45438 4.18653
H34 -5.20272 -3.96695 4.27952
H35 -1.53659 4.05434 -0.83015

Relative energy (zero: lowest compared OMol25 entry of this formula, charge and spin) = 0.00 kcal per mole
Expectation value of S² = 16.46
Multiplicity = 8
Highest occupied orbital energy (alpha / beta) = -13.270 / -13.259 eV
Calculated total energy = -3157.88676 Ha
Largest force on an atom = 0.049 Eh/bohr
Charge = +2